The following is a DFT calculation (ωB97M-V/def2-TZVPD) of 7 unconnected molecules or ions with the total composition C27H58BIN11O9.

XYZ file:
```
107
Properties=species:S:1:pos:R:3:forces:R:3:mulliken_charge:R:1
C 2.128979 2.280564 -2.337314 -0.5 0.0 0.3 -0.965
C 3.143269 2.098102 -1.236998 0.6 0.0 -0.6 0.930
N 4.319947 2.515129 -1.467518 -0.2 -0.1 0.6 -0.797
C 2.762117 1.400494 0.087882 0.0 -0.2 -0.6 -1.350
C 1.673476 0.381469 -0.134088 0.8 1.6 0.9 -0.285
C 0.378291 0.756090 -0.177648 0.4 -1.0 -0.4 0.525
C -0.239300 2.106829 0.010371 -0.3 -0.5 0.6 -0.599
C -1.014690 2.100939 1.329465 -0.1 0.2 -0.2 -0.478
N -2.239626 2.365476 1.482861 0.2 -0.1 -0.2 -0.581
N -0.278785 -0.455394 -0.437327 -1.9 1.5 0.1 -0.274
I -2.310010 -0.480998 -0.664834 0.2 -0.2 -0.3 0.303
C 0.548705 -1.462469 -0.523006 0.1 -0.7 0.2 1.221
C 0.080324 -2.855588 -0.802745 1.0 0.4 -1.2 -1.589
O 0.734692 -3.379473 -1.971427 -0.2 -0.5 0.3 0.084
O 1.130609 -2.350992 -2.842188 0.3 0.9 -0.2 -0.307
N 1.795239 -0.985716 -0.316280 -0.1 0.1 -0.3 0.794
B 3.070067 -1.762275 -0.287705 1.1 -1.2 -0.4 0.107
N 3.068522 -3.185761 -0.199588 -0.7 0.9 1.7 -0.274
O 4.289913 -1.124240 -0.397399 -0.8 0.6 0.4 -0.526
H 1.602206 1.345910 -2.556726 0.2 0.0 -0.2 0.235
H 2.613112 2.679166 -3.224039 0.1 -0.2 0.0 0.404
H 1.363403 3.015183 -2.067646 0.1 0.0 0.1 0.112
H 4.908559 2.333504 -0.649878 0.2 0.0 -0.2 0.267
H 2.392756 2.171067 0.767639 -0.1 -0.1 0.0 0.599
H 3.644329 0.968093 0.554163 0.0 0.1 -0.2 0.431
H -0.861764 2.400303 -0.839159 -0.1 -0.1 0.1 0.476
H 0.557194 2.848102 0.081172 0.0 0.0 -0.1 0.292
H -0.430934 1.813883 2.210946 0.0 0.1 -0.1 0.421
H -2.649031 2.596226 0.572890 -0.1 0.1 0.1 0.292
H -0.989306 -2.890190 -0.987904 0.0 0.2 0.3 0.350
H 0.303009 -3.519084 0.021596 -0.1 -0.2 -0.1 0.260
H 0.378257 -2.126677 -3.415385 -0.2 -0.5 0.1 0.272
H 3.883710 -3.505294 0.315712 0.3 -0.2 -0.6 0.290
H 2.281782 -3.530707 0.344990 -0.1 -0.4 -0.6 0.149
H 4.744614 -1.105755 0.452044 0.4 -0.1 -0.2 0.324
C 2.769068 7.101163 -0.840299 0.1 -0.1 0.0 -1.404
C 2.405049 6.267033 -2.039811 -0.1 -0.1 0.0 0.905
O 1.529594 5.408271 -1.997856 0.0 -0.1 0.1 -0.717
N 3.081741 6.491956 -3.191978 -0.1 0.1 0.2 -0.128
C 4.140717 7.453834 -3.438218 -0.2 -0.3 -0.3 -0.907
H 2.144837 6.810278 -0.002020 -0.1 0.0 -0.1 0.281
H 3.814802 6.938278 -0.571375 0.0 0.1 -0.1 0.441
H 2.594927 8.155509 -1.046122 0.1 0.0 0.1 0.334
H 2.788647 5.900404 -3.953368 0.0 0.0 0.0 0.220
H 3.830909 8.133106 -4.233925 0.1 0.1 0.1 0.292
H 5.038461 6.924004 -3.759901 0.1 0.1 0.0 0.304
H 4.367986 8.029927 -2.548123 -0.1 0.0 0.0 0.349
C -0.466141 9.829575 -2.402038 0.0 -0.1 0.0 -1.219
C -0.004260 10.062725 -0.983647 0.0 -0.1 0.2 0.792
O 0.476384 9.166163 -0.304911 0.0 0.0 -0.1 -0.647
N -0.138997 11.313077 -0.474793 0.0 -0.1 -0.2 -0.174
C -0.681200 12.495153 -1.121050 0.2 0.0 0.4 -0.826
H -0.293513 8.788426 -2.660630 0.0 0.0 0.1 0.197
H -1.532294 10.039141 -2.494757 0.0 0.1 -0.1 0.392
H 0.095443 10.458761 -3.093939 -0.1 0.1 0.0 0.360
H 0.188670 11.396841 0.474784 0.0 0.0 0.0 0.240
H 0.081863 13.274488 -1.142610 -0.1 0.1 -0.1 0.284
H -1.535353 12.857815 -0.547541 -0.1 0.1 -0.1 0.285
H -0.999845 12.282721 -2.135713 0.0 -0.1 0.0 0.320
C -2.870486 -5.622593 -0.165514 0.1 0.1 -0.1 -1.486
C -2.391891 -4.820544 1.018894 -0.1 0.0 0.3 0.846
O -1.359072 -4.147226 0.974450 -0.4 -0.2 0.2 -0.663
N -3.129806 -4.854113 2.145246 0.1 0.0 -0.4 0.272
C -4.362555 -5.581384 2.388277 0.2 0.2 0.2 -0.929
H -2.173237 -5.493545 -0.989374 0.0 0.0 0.1 0.275
H -2.914416 -6.682059 0.086057 -0.1 0.0 -0.1 0.424
H -3.854604 -5.277884 -0.485382 -0.1 -0.1 0.0 0.383
H -2.752981 -4.291688 2.898372 -0.2 0.0 0.1 -0.032
H -5.147716 -4.871446 2.651644 0.0 -0.2 -0.1 0.078
H -4.214286 -6.266320 3.223459 -0.2 -0.1 -0.1 0.291
H -4.671410 -6.146835 1.515602 0.0 0.0 0.0 0.432
C -3.801245 -0.928348 2.832489 0.0 -0.1 0.1 -1.221
C -4.263387 -2.158499 3.575577 -0.1 0.1 0.1 0.758
O -3.517912 -2.784500 4.320306 -0.1 0.1 -0.2 -0.687
N -5.545021 -2.561119 3.394123 0.3 0.2 -0.1 -0.108
C -6.570346 -1.957182 2.560366 -0.1 -0.4 0.3 -0.939
H -2.761688 -0.733809 3.080271 0.0 -0.1 0.1 0.395
H -3.874464 -1.098255 1.758558 -0.1 0.1 0.0 0.048
H -4.393851 -0.059353 3.119313 0.0 0.0 -0.1 0.419
H -5.785392 -3.386268 3.921945 -0.1 0.1 0.1 0.371
H -7.417380 -1.671276 3.184321 -0.1 0.1 -0.1 0.327
H -6.909603 -2.686814 1.823032 -0.1 0.1 -0.1 0.288
H -6.197027 -1.078573 2.045491 0.1 0.0 0.0 0.323
C -0.090784 -6.592463 6.996929 0.0 0.0 0.0 -1.126
C -1.403118 -6.109664 7.568539 -0.1 0.0 0.2 0.715
O -1.684439 -6.246531 8.745939 0.1 0.0 0.0 -0.646
N -2.277120 -5.506805 6.716442 0.3 -0.2 -0.1 -0.096
C -2.123071 -5.253962 5.296070 -0.2 0.1 0.4 -0.332
H 0.491955 -7.046220 7.792713 -0.1 0.0 0.1 0.307
H -0.264686 -7.340641 6.222227 0.1 0.1 -0.1 0.318
H 0.475213 -5.756427 6.583454 0.0 -0.1 -0.1 0.316
H -3.130363 -5.209612 7.162699 0.0 0.0 0.0 0.190
H -2.198236 -4.182328 5.120656 0.1 -0.2 -0.2 0.166
H -2.933325 -5.757733 4.761144 0.2 0.0 -0.1 -0.050
H -1.168521 -5.617542 4.926232 0.0 -0.1 0.1 0.299
C 2.632887 -5.013528 -3.959012 0.0 -0.1 -0.1 -0.973
C 2.278725 -5.969392 -5.072542 -0.1 -0.2 0.0 0.611
O 1.434110 -6.839176 -4.932017 0.0 0.1 0.1 -0.658
N 2.935567 -5.832474 -6.255413 0.0 0.2 0.2 -0.153
C 3.961011 -4.868459 -6.608983 -0.2 -0.4 -0.3 -0.787
H 2.029577 -5.246894 -3.088376 0.0 -0.1 -0.1 0.153
H 3.685329 -5.115241 -3.689666 0.0 0.1 0.0 0.414
H 2.423801 -3.988410 -4.261466 0.2 0.1 0.1 0.294
H 2.649542 -6.502096 -6.952377 0.0 0.0 0.0 0.229
H 3.620196 -4.276177 -7.460053 0.1 0.1 0.0 0.273
H 4.870561 -5.399107 -6.894851 0.1 0.2 0.0 0.280
H 4.183831 -4.204044 -5.780897 0.0 0.0 0.0 0.311
```
Forces are in eV/Å.

Its charge is +1. As for the spin multiplicity: 1.


The following is a DFT calculation (ωB97M-V/def2-TZVPD) of a molecular structure, C38H32F5N5O3S6TeW.

XYZ file:
```
91
Properties=species:S:1:pos:R:3:forces:R:3:mulliken_charge:R:1
W 0.861901 1.179874 -0.669175 -1.3 -2.0 0.8 -0.244
C -1.464958 2.619954 3.641513 0.2 0.0 0.0 -1.773
C -0.560887 2.439894 2.467416 0.1 -0.3 0.1 0.879
N -1.003472 2.084050 1.288407 0.2 -0.4 0.3 1.085
N -2.354559 1.787939 1.234374 0.0 0.0 0.1 -1.285
C -2.769036 1.618408 0.045660 -0.6 -0.3 -0.1 0.616
S -1.705921 1.782261 -1.360292 1.0 0.1 0.3 -0.312
S -4.399241 1.346851 -0.482464 0.2 -0.2 0.1 -0.029
C -5.365385 1.293928 1.073026 0.0 -0.1 0.1 -0.723
C -5.888952 -0.081689 1.404493 0.2 0.1 -0.1 0.549
C -7.221356 -0.382146 1.161919 -0.1 0.0 0.0 -0.531
C -7.722890 -1.650834 1.433781 0.0 0.1 0.0 -0.613
C -6.890295 -2.626235 1.953890 0.1 0.0 0.0 -0.505
C -5.555627 -2.326810 2.213810 0.0 0.1 0.0 -0.610
C -5.052818 -1.064169 1.936103 0.0 0.0 0.0 0.068
C 0.880695 2.641829 2.693056 -0.5 0.1 0.1 0.628
C 1.282509 3.513475 3.705143 0.1 0.2 0.2 -1.135
C 2.596866 3.572670 4.126223 0.0 0.0 0.0 -1.248
C 3.530588 2.708088 3.566234 0.1 0.0 0.0 -0.932
C 3.162692 1.846439 2.545739 0.3 0.2 0.1 -0.463
C 1.864548 1.862534 2.087756 -0.1 -0.3 -0.2 1.207
O 1.539877 1.027875 1.058872 0.6 0.3 -0.2 0.757
H -2.470720 2.284061 3.438718 -0.1 -0.1 0.0 0.323
H -1.499637 3.690336 3.864655 0.0 0.0 0.0 0.440
H -1.052979 2.114320 4.514607 0.0 0.0 0.0 0.435
H -6.179405 1.991262 0.892192 -0.1 0.0 0.1 0.561
H -4.724692 1.699981 1.850509 0.0 0.0 0.0 0.085
H -7.881617 0.382918 0.766095 0.0 -0.1 0.0 0.363
H -8.767885 -1.868254 1.248989 0.1 0.0 0.0 0.391
H -7.278840 -3.615331 2.163033 0.0 0.1 0.0 0.400
H -4.920138 -3.082033 2.655094 0.1 0.0 0.0 0.412
H -4.013479 -0.823426 2.148449 -0.1 0.0 0.0 0.372
H 0.551541 4.175145 4.150065 0.1 -0.1 0.1 0.463
H 2.887114 4.274390 4.897706 0.0 -0.1 0.0 0.451
H 4.552637 2.703238 3.923519 0.0 0.0 0.0 0.501
H 3.883324 1.187450 2.082599 0.0 0.0 0.0 0.403
C -0.570925 -3.298506 1.969570 -0.2 -0.1 -0.3 -0.869
N -0.906852 -3.251039 0.535464 0.0 -0.4 0.6 0.526
C -1.350743 -4.330501 -0.213302 0.1 0.2 0.5 -1.161
C -1.529319 -3.885923 -1.459592 0.1 0.3 -0.3 -0.290
N -1.203109 -2.525469 -1.473423 -0.1 0.0 -0.4 0.612
C -0.822271 -2.156556 -0.230088 0.1 -0.1 -0.3 -0.023
S -0.370258 -0.695222 0.581923 -0.1 0.2 -0.7 -0.093
C -1.227503 -1.777194 -2.713146 -0.4 -0.3 0.3 0.345
C -2.147766 -2.158581 -3.677492 -0.2 0.0 0.0 -1.171
C -2.066388 -1.552774 -4.918449 0.0 0.0 -0.1 -0.612
C -1.074342 -0.610299 -5.141069 0.0 -0.1 0.0 -1.270
C -0.256636 -0.266785 -4.081870 0.0 0.2 0.0 -0.187
N -0.342971 -0.824534 -2.869441 0.2 0.2 0.1 0.517
H -0.573255 -4.339669 2.278547 0.0 0.0 0.0 0.408
H -1.308980 -2.743302 2.545035 0.0 0.0 0.0 0.248
H 0.415190 -2.867770 2.121262 0.0 0.0 0.0 0.309
H -1.485820 -5.310448 0.212752 0.0 0.1 0.0 0.588
H -1.812865 -4.419550 -2.348057 0.0 0.1 0.0 0.647
H -2.923944 -2.881117 -3.463297 0.1 0.0 0.0 0.596
H -2.773540 -1.814136 -5.694760 0.0 0.0 0.0 0.463
H -0.942990 -0.133229 -6.103250 0.0 0.0 0.1 0.478
H 0.501441 0.494057 -4.204535 0.0 0.0 0.1 0.503
O 1.923560 -0.053419 -1.429548 0.9 0.1 0.5 0.827
C 3.356534 -0.532511 -1.258300 0.2 0.4 -0.1 3.580
C 4.080326 0.705540 -0.751953 -0.3 -0.2 -0.2 -0.825
C 3.738573 1.990401 -1.074876 0.4 0.2 0.1 -0.509
C 4.671155 2.947284 -0.559999 -0.2 0.0 -0.2 -0.968
C 5.710254 2.348873 0.066949 0.2 0.0 0.1 -0.496
S 5.564249 0.637567 0.065351 0.3 0.0 0.3 0.030
C 3.307890 -1.711355 -0.345115 -0.3 0.2 0.0 -0.099
C 3.552305 -1.790126 0.996523 0.1 -0.1 0.2 -0.281
C 3.249213 -3.073025 1.534408 0.0 0.1 0.0 -1.117
C 2.746655 -3.918962 0.589173 0.0 -0.1 0.2 -0.516
S 2.665741 -3.190748 -0.944640 -0.1 -0.1 -0.2 0.026
C 3.885964 -0.874783 -2.620312 -0.3 -0.1 -0.1 -0.891
C 4.884594 -1.759408 -2.891119 0.2 -0.1 -0.2 -0.361
C 5.262982 -1.746128 -4.266009 0.0 0.0 0.1 -0.990
C 4.535489 -0.857205 -4.993411 0.1 0.0 -0.1 -0.514
S 3.403251 -0.020625 -4.028724 -0.1 0.1 0.0 0.042
H 3.006912 2.260740 -1.820742 -0.2 0.0 0.0 0.677
H 4.579036 4.017045 -0.695858 0.0 -0.1 0.0 0.510
H 6.575826 2.811955 0.520421 -0.1 0.0 0.0 0.597
H 3.968711 -0.984584 1.585496 -0.1 -0.1 0.0 0.470
H 3.425077 -3.353903 2.564690 0.0 0.0 -0.1 0.501
H 2.466823 -4.957563 0.708138 0.0 0.1 0.0 0.557
H 5.348411 -2.389275 -2.141736 0.0 0.1 -0.1 0.643
H 6.032372 -2.377752 -4.687169 0.0 0.0 0.0 0.462
H 4.595934 -0.651373 -6.052791 0.0 0.0 0.1 0.506
F 0.716606 1.896347 -2.400173 0.3 -0.1 -0.2 -0.654
Te -0.664853 3.895418 -0.469343 0.8 1.1 -0.6 1.597
F -0.947903 4.556481 1.229810 -0.1 0.0 1.2 -0.384
F -0.520172 4.100662 -2.283396 0.3 -0.2 -1.3 -0.343
F -2.351194 4.507627 -0.716917 -1.7 0.5 0.0 -0.388
F 0.098954 5.547796 -0.560339 0.7 0.6 0.0 -0.325
O 1.055033 3.059317 -0.243016 -1.0 0.0 -0.3 -0.913
```
Forces are in eV/Å.

Its charge is +2. As for the spin multiplicity: 1.


Number 1: E_HOMO -10.64 eV, LUMO -4.19 eV, frontier orbital gap 0.237 Eh. Number 2: E_HOMO -13.27 eV, LUMO -7.60 eV, frontier orbital gap 0.208 Eh.